The following is a quantum chemistry calculation of 6 unconnected molecules or ions with the total composition C35H52Br3F15IO14P2 at a distorted geometry, from the OMol25 dataset.

**F_max**: 3.0 eV Å⁻¹
**HOMO-LUMO gap**: 9.00 eV
**LUMO**: -3.545 eV
**Highest occupied orbital energy**: -0.461 Ha

The geometry in ORCA input format:
```
! wB97M-V def2-TZVPD RIJCOSX def2/J DEFGRID3
* xyz 1 1
C -1.60760 -0.00281 -7.98131
C -2.25712 -1.19610 -8.66724
O -2.23392 -2.41144 -7.89132
P -3.29267 -2.51742 -6.72115
O -4.47996 -1.68096 -6.86914
C -2.40375 -2.21471 -5.15854
C -2.42172 -0.72583 -4.74780
C -2.72380 -0.55272 -3.25442
P -1.27667 -0.21684 -2.19226
C -0.20413 -1.70404 -2.21571
C 1.16046 -1.56775 -2.91359
O 2.17921 -1.63181 -2.25463
I 1.35532 -1.31269 -5.03442
C -0.49447 1.27337 -2.85533
C 0.93568 1.58898 -2.36132
C 1.23838 3.07927 -2.56456
Br 1.31361 0.95692 -0.56444
C -2.00621 0.13499 -0.57365
Br -1.98941 1.94734 0.02284
C -2.59206 -0.76800 0.20966
C -3.19966 -0.51339 1.54387
Br -2.72553 -2.58840 -0.34619
O -3.63123 -4.06877 -6.70659
C -4.43782 -4.48655 -5.60127
C -3.64470 -5.44105 -4.70329
H -0.88993 -0.34385 -7.24052
H -1.04027 0.55995 -8.71367
H -2.33822 0.66562 -7.54291
H -1.68070 -1.41354 -9.55664
H -3.25904 -0.94925 -8.99350
H -2.79735 -2.81776 -4.34929
H -1.38232 -2.55465 -5.32276
H -1.53448 -0.20264 -5.07647
H -3.25298 -0.28458 -5.29091
H -3.33403 0.34157 -3.12509
H -3.29695 -1.37479 -2.84797
H -0.03449 -2.09422 -1.22254
H -0.76370 -2.47471 -2.74286
H -0.49180 1.30323 -3.93898
H -1.13569 2.09317 -2.53676
H 1.60941 1.04642 -3.00925
H 0.47810 3.51912 -3.19982
H 1.35403 3.63052 -1.64168
H 2.16020 3.16850 -3.12787
H -2.65221 0.23553 2.09725
H -3.11225 -1.43914 2.10313
H -4.25662 -0.29058 1.44948
H -4.78021 -3.65041 -4.99803
H -5.33345 -4.98952 -5.94302
H -3.86171 -6.47429 -4.93948
H -2.58281 -5.28197 -4.86549
H -3.85152 -5.28217 -3.64870
C -7.39661 6.38186 -0.37081
C -6.50516 5.43998 0.40781
O -5.13592 5.52451 -0.04610
C -4.42229 6.52045 0.45220
O -4.79512 7.34423 1.23016
C -2.98493 6.45136 -0.08615
F -2.95544 6.20515 -1.40066
F -2.30332 5.46561 0.52402
F -2.33546 7.58395 0.12681
H -7.30975 6.19277 -1.44097
H -8.43576 6.24968 -0.07357
H -7.11763 7.42058 -0.19769
H -6.80685 4.40823 0.24157
H -6.55695 5.62985 1.47872
C 4.36469 -3.64951 -1.54449
C 5.72648 -3.25906 -1.01474
O 6.43224 -4.41116 -0.52170
C 7.06394 -5.14558 -1.42666
O 7.09776 -4.94464 -2.60170
C 7.80145 -6.29890 -0.72811
F 7.03061 -6.88256 0.19458
F 8.89841 -5.83737 -0.11407
F 8.17268 -7.22324 -1.60083
H 3.80460 -4.19209 -0.78034
H 3.79274 -2.76603 -1.83228
H 4.45374 -4.30555 -2.41141
H 5.62003 -2.59309 -0.16045
H 6.32117 -2.74056 -1.76549
C 7.80310 -4.11102 2.99257
C 8.11716 -3.44013 4.31014
O 7.83642 -2.02412 4.25203
C 6.58416 -1.65334 4.41208
O 5.63725 -2.36654 4.58132
C 6.49866 -0.11821 4.38282
F 7.22937 0.39395 3.39068
F 6.94476 0.39206 5.53225
F 5.23979 0.28321 4.21317
H 8.33345 -3.61684 2.17788
H 8.09719 -5.15917 3.01802
H 6.73782 -4.05785 2.76761
H 9.17741 -3.51665 4.53765
H 7.57183 -3.90186 5.13179
C 2.58896 -1.75346 4.98402
C 2.54002 -2.83386 6.03717
O 1.17769 -3.11348 6.42673
C 0.50182 -3.92357 5.63318
O 0.90130 -4.43812 4.63117
C -0.90557 -4.15326 6.20662
F -1.45781 -3.00888 6.62221
F -0.85261 -4.98723 7.24778
F -1.71020 -4.68521 5.29063
H 2.06792 -0.85757 5.32710
H 3.61803 -1.49651 4.75291
H 2.10011 -2.08219 4.06549
H 3.04621 -2.50670 6.94224
H 3.03068 -3.74455 5.69844
C -3.34234 9.13094 4.35259
C -3.63201 7.65530 4.51291
O -2.57471 6.99497 5.23767
C -2.62731 7.08763 6.55858
O -3.45553 7.66048 7.19690
C -1.46464 6.29459 7.17614
F -0.31666 6.52565 6.53223
F -1.71543 4.97917 7.10601
F -1.29336 6.61384 8.45034
H -2.36902 9.27938 3.88413
H -4.10626 9.60021 3.73432
H -3.32077 9.63395 5.31886
H -3.67048 7.17507 3.53860
H -4.58991 7.48497 5.00259
*
```

The following is a quantum chemistry calculation of a molecular structure, C35H52CoO2P4 at a distorted geometry, from the OMol25 dataset.

**F_max**: 6.8 eV Å⁻¹
**HOMO-LUMO gap (spin up / spin down)**: 6.01 / 3.96 eV
**LUMO (spin up / spin down)**: -8.931 / -10.980 eV
**Highest occupied orbital energy (spin up / spin down)**: -0.549 / -0.549 Ha
**Energy relative to the best compared isomer or geometry (same formula, charge and spin)**: 0.0 kcal per mole

The geometry in ORCA input format:
```
! wB97M-V def2-TZVPD RIJCOSX def2/J DEFGRID3
* xyz 3 5
Co 0.87268 -0.50238 -1.22541
P -0.69546 -1.94432 -1.32667
P 1.84705 -1.23877 0.54921
P -0.31835 1.26930 -1.19675
H 2.51519 -1.86457 -2.42223
C 1.84898 -1.01037 -2.57162
C 2.24692 0.28499 -1.96595
H 3.18590 0.32735 -1.37922
C -0.82315 -2.61898 -3.02648
C -0.65414 -3.49760 -0.35471
C -2.44347 -1.50235 -1.00697
C 3.26878 -0.27295 1.17165
C 0.88872 -1.53910 2.07504
C 2.67237 -2.85283 0.21240
C 0.57180 2.81046 -0.81679
C -1.86838 1.59632 -0.31391
C -0.84929 1.48513 -2.94966
H 1.39335 -0.99276 -3.56911
H 2.13919 1.17651 -2.60211
H -1.52937 -3.45818 -2.99990
H 0.16215 -2.96183 -3.36286
H -1.18758 -1.83671 -3.70442
H -1.43907 -4.14691 -0.76556
H -0.86640 -3.29012 0.70183
H 0.31706 -3.99716 -0.44249
H -3.04073 -2.41995 -1.09817
H -2.79169 -0.77109 -1.74664
H -2.54290 -1.09241 0.00773
H 3.42167 -0.55429 2.21986
H 3.06799 0.80373 1.10690
H 4.16125 -0.52356 0.58403
H 0.82276 -2.62034 2.26084
H -0.11754 -1.10124 1.96002
H 1.42390 -1.03778 2.89337
H 3.75301 -2.67184 0.28034
H 2.43327 -3.27223 -0.77418
H 2.35579 -3.54750 0.99937
H -0.17147 3.61357 -0.75027
H 1.30250 3.03901 -1.60166
H 1.07406 2.69247 0.15296
H -1.94276 2.67708 -0.15816
H -1.86153 1.09425 0.66703
H -2.72387 1.25626 -0.90424
H -0.51986 2.48534 -3.25628
H -1.94480 1.43283 -2.97840
H -0.42861 0.73660 -3.63732
C 4.87117 4.43162 -1.18337
C 4.11941 3.39874 -1.84784
C 3.51451 4.03209 -2.88495
C 4.38923 4.81161 -3.64017
C 5.60289 5.19798 -3.14325
C 5.96240 5.07384 -1.77934
O 4.39624 4.91227 -0.00589
H 3.51304 4.55868 -0.06527
H 3.70977 2.58526 -1.25776
H 2.52314 3.92536 -3.14247
H 4.12983 4.99371 -4.66540
H 6.34438 5.62213 -3.78828
H 6.82634 5.52636 -1.29741
O -1.83157 0.03216 2.22726
P -1.98802 0.24706 3.71938
C -1.44228 -1.28131 4.51007
C -2.01354 -2.49164 4.08726
C -1.50137 -3.71258 4.52287
C -0.40753 -3.72286 5.39461
C 0.16084 -2.52834 5.84306
C -0.36462 -1.31103 5.40522
C -0.99332 1.60587 4.34782
C -1.40578 2.30525 5.49683
C -0.58887 3.32508 5.99983
C 0.60962 3.67014 5.36267
C 0.98932 2.98422 4.19901
C 0.18843 1.96643 3.66973
C -3.71009 0.53394 4.13254
C -4.45048 1.36959 3.27883
C -5.80206 1.60195 3.54571
C -6.41467 1.01438 4.66167
C -5.66931 0.18562 5.50968
C -4.31532 -0.05969 5.25184
H -2.85399 -2.46850 3.39838
H -1.95772 -4.64450 4.17922
H 0.00037 -4.67370 5.72609
H 1.01265 -2.53979 6.52901
H 0.07319 -0.37897 5.75053
H -2.35033 2.04854 5.99184
H -0.90050 3.85387 6.89865
H 1.24442 4.46711 5.76775
H 1.91830 3.24522 3.69367
H 0.46720 1.44949 2.74045
H -3.97089 1.81850 2.40363
H -6.38031 2.24637 2.88279
H -7.47280 1.19697 4.86843
H -6.13258 -0.27377 6.38360
H -3.73210 -0.71889 5.90141
*
```

The following is a quantum chemistry calculation of 6 unconnected molecules or ions with the total composition C35H52F7N4O16, from the OMol25 dataset.

**F_max**: 0.9 eV Å⁻¹
**HOMO-LUMO gap**: 9.44 eV
**LUMO**: -2.094 eV
**Highest occupied orbital energy**: -0.424 Ha

The geometry in ORCA input format:
```
! wB97M-V def2-TZVPD RIJCOSX def2/J DEFGRID3
* xyz 1 1
C -2.05533 -1.95683 2.73326
C -2.88609 -1.04824 3.65096
C -3.26536 0.28466 3.03175
F -3.66352 1.18698 4.00992
C -2.26622 0.98169 2.16474
N -0.95037 1.11728 2.37040
C -0.21757 0.62507 3.53159
C 0.68364 1.67513 4.19485
F 0.59354 1.49947 5.55782
C -0.38162 1.79712 1.30813
C 1.05632 2.10972 1.08278
C 1.57216 1.54662 -0.23614
C 1.35638 0.03527 -0.37745
C 0.32149 -0.34342 -1.46541
C -0.92989 -1.00107 -0.86987
C -0.72975 -2.48443 -0.53125
O -1.81011 -3.24383 -1.03503
C -2.38537 -4.17854 -0.13666
C -1.42114 2.11510 0.46961
N -1.36271 2.77181 -0.74978
C -1.24258 4.04241 -0.75802
C -1.36748 4.92731 0.44939
C -0.94498 4.72654 -2.04155
N -2.57355 1.60522 1.02096
C -3.86393 1.75151 0.32649
C -5.02330 2.31118 1.15333
N -4.97874 3.73374 1.42044
H -2.11629 -1.64791 1.69108
H -2.46631 -2.96060 2.76757
H -1.02295 -2.04087 3.05104
H -3.82218 -1.55393 3.86579
H -2.42810 -0.88351 4.62121
H -4.12545 0.09925 2.39411
H 0.36105 -0.24543 3.23689
H -0.90763 0.30653 4.30072
H 0.36098 2.67681 3.92152
H 1.72081 1.50889 3.92838
H 1.17886 3.19134 1.06216
H 1.68176 1.69403 1.86128
H 1.16250 2.08605 -1.08343
H 2.64218 1.74584 -0.23522
H 1.02625 -0.35204 0.58888
H 2.29693 -0.44097 -0.63283
H 0.07000 0.56041 -2.01060
H 0.78802 -1.06258 -2.12272
H -1.18793 -0.44750 0.03755
H -1.77220 -0.94206 -1.55401
H 0.20109 -2.84139 -0.97581
H -0.63408 -2.60164 0.54985
H -2.54975 -5.10523 -0.68134
H -3.37352 -3.82877 0.16423
H -1.75839 -4.36869 0.72784
H -1.50446 5.95509 0.13264
H -0.47381 4.89289 1.06721
H -2.24327 4.64215 1.02576
H -1.76669 5.37981 -2.32741
H -0.08977 5.38192 -1.87781
H -0.71666 4.02027 -2.82891
H -3.67359 2.44292 -0.48517
H -4.15081 0.78811 -0.08763
H -5.91299 2.10323 0.56124
H -5.17057 1.81472 2.10382
H -4.78602 4.27810 0.59160
H -4.35520 3.97401 2.17523
C 3.63558 -3.19957 -4.83911
C 2.90528 -3.23406 -3.51447
O 2.80765 -1.85078 -3.19210
C 2.79938 -1.15811 -4.36373
O 2.48120 -0.01998 -4.46512
O 3.19687 -1.94477 -5.38289
F 3.61632 -3.85551 -2.55368
H 4.71589 -3.17595 -4.69463
H 3.37360 -4.01932 -5.50086
H 1.90358 -3.66564 -3.55623
C 2.16978 -6.32938 2.19310
C 0.78252 -6.14913 1.62244
O 1.04863 -5.84638 0.26559
C 2.23297 -6.45132 -0.06338
O 2.61304 -6.61503 -1.16959
O 2.88676 -6.83233 1.05413
F 0.12421 -5.10303 2.19190
H 2.59335 -5.37458 2.51490
H 2.21151 -7.04026 3.01404
H 0.14628 -7.03410 1.67619
C -8.09498 4.83533 -1.81940
C -7.88251 6.22371 -2.38477
O -6.50618 6.44946 -2.10821
C -5.88973 5.24508 -2.07305
O -4.71320 5.08123 -2.09228
O -6.79673 4.24571 -1.99207
F -8.62412 7.15418 -1.74873
H -8.33769 4.87607 -0.75708
H -8.85181 4.26187 -2.34602
H -8.04877 6.30912 -3.45936
C 5.92280 -4.93948 5.36978
C 6.17383 -3.44938 5.28169
O 5.24998 -3.05034 4.27615
C 4.21685 -3.92621 4.29645
O 3.17214 -3.75379 3.75658
O 4.53398 -5.02292 5.01300
F 7.42761 -3.16092 4.87572
H 6.51959 -5.48468 4.63841
H 6.09151 -5.35230 6.35961
H 5.96163 -2.89759 6.19857
C 5.10902 1.40388 -5.87305
C 5.37095 2.84058 -6.26532
O 6.73220 3.00581 -5.91784
C 7.33478 1.78221 -5.99862
O 8.50135 1.60347 -6.01019
O 6.39583 0.80596 -6.06807
F 4.61758 3.71422 -5.55099
H 4.82373 1.32474 -4.82399
H 4.35742 0.91471 -6.48556
H 5.24284 3.05275 -7.32787
*
```

Q: What is the formula in the third record?
A: C35H52F7N4O16

Q: What is the F_max in the second record?
A: 6.8 eV Å⁻¹